# C71H133F4N11O9S4

A 10-piece molecular cluster, C71H133F4N11O9S4 overall at a distorted geometry (ωB97M-V/def2-TZVPD, OMol25).

Output
- E: -6054.33652 a.u.
- Frontier orbital gap: 4.643 eV
- Highest occupied orbital energy: -17.282 eV
- Charge: +6
- E_LUMO: -12.64 eV
- ΔE to the lowest compared entry with this formula, charge and spin: 1.706 eV
- Molar mass: 1489.2 g/mol

Cartesian coordinates (Å):
1 C 0.570 -0.972 0.585
2 C -0.290 -0.911 -0.736
3 O -1.599 -1.357 -0.669
4 H 0.606 -1.969 1.026
5 H 0.125 -0.393 1.394
6 H 1.535 -0.479 0.475
7 H 0.365 -1.489 -1.388
8 H -0.264 0.049 -1.251
9 C -4.600 -2.947 -1.451
10 N -4.681 -2.338 -2.859
11 C -5.876 -2.403 -3.502
12 C -6.069 -1.643 -4.626
13 C -4.957 -0.851 -5.157
14 C -3.767 -0.915 -4.409
15 C -3.669 -1.695 -3.310
16 C -5.048 -0.241 -6.546
17 C -6.152 -0.323 -7.398
18 C -6.252 0.483 -8.522
19 N -5.257 1.323 -8.842
20 C -4.202 1.445 -8.071
21 C -4.040 0.695 -6.931
22 C -5.347 2.041 -10.067
23 H -5.578 -2.959 -0.971
24 H -3.872 -2.414 -0.839
25 H -4.285 -3.979 -1.607
26 H -6.732 -2.845 -3.014
27 H -7.079 -1.688 -5.006
28 H -2.905 -0.298 -4.618
29 H -2.781 -1.753 -2.698
30 H -6.880 -1.086 -7.166
31 H -7.090 0.544 -9.200
32 H -3.365 2.094 -8.282
33 H -3.123 0.769 -6.367
34 H -6.242 2.662 -10.085
35 H -5.161 1.254 -10.797
36 H -4.468 2.667 -10.220
37 C 4.229 1.032 2.962
38 N 4.328 0.621 4.394
39 C 4.544 -0.689 4.604
40 C 5.031 -1.123 5.834
41 C 5.152 -0.220 6.920
42 C 4.961 1.144 6.639
43 C 4.495 1.542 5.357
44 C 5.558 -0.670 8.306
45 C 6.476 -1.678 8.493
46 C 7.009 -1.966 9.732
47 N 6.650 -1.265 10.813
48 C 5.801 -0.161 10.706
49 C 5.213 0.127 9.467
50 C 7.143 -1.763 12.142
51 H 5.244 1.122 2.577
52 H 3.854 2.055 2.988
53 H 3.494 0.438 2.419
54 H 4.345 -1.391 3.807
55 H 5.206 -2.169 6.039
56 H 5.170 1.876 7.405
57 H 4.455 2.588 5.090
58 H 6.753 -2.262 7.628
59 H 7.660 -2.821 9.837
60 H 5.528 0.279 11.654
61 H 4.548 0.977 9.437
62 H 8.175 -1.461 12.325
63 H 6.946 -2.833 12.201
64 H 6.612 -1.316 12.982
65 C 0.808 4.911 -6.798
66 C 1.163 4.505 -5.382
67 C 1.763 3.090 -5.388
68 N 2.077 2.470 -3.974
69 C 3.094 3.353 -3.244
70 C 3.476 2.714 -1.921
71 C 4.045 1.308 -2.142
72 C 3.113 0.429 -2.922
73 C 2.702 1.032 -4.264
74 C 0.670 2.281 -3.312
75 H 0.360 4.141 -7.424
76 H 1.695 5.266 -7.324
77 H 0.153 5.783 -6.807
78 H 0.228 4.556 -4.824
79 H 1.805 5.253 -4.916
80 H 2.648 3.073 -6.024
81 H 1.128 2.260 -5.700
82 H 3.942 3.524 -3.907
83 H 2.535 4.252 -2.983
84 H 4.218 3.322 -1.403
85 H 2.563 2.698 -1.327
86 H 5.051 1.445 -2.538
87 H 4.138 0.798 -1.183
88 H 3.632 -0.476 -3.239
89 H 2.305 -0.016 -2.342
90 H 3.516 1.123 -4.983
91 H 1.967 0.346 -4.684
92 H -0.086 1.859 -3.975
93 H 0.245 3.215 -2.946
94 H 0.812 1.629 -2.450
95 C -7.136 0.815 -1.153
96 C -5.662 0.875 -0.727
97 C -5.090 2.331 -0.626
98 N -3.531 2.366 -0.410
99 C -2.833 1.930 -1.728
100 C -3.058 2.960 -2.884
101 C -2.702 4.396 -2.553
102 C -3.329 4.719 -1.196
103 C -3.041 3.754 -0.072
104 C -2.990 1.436 0.724
105 H -7.311 -0.256 -1.263
106 H -7.407 1.395 -2.035
107 H -7.756 1.187 -0.337
108 H -5.018 0.273 -1.368
109 H -5.522 0.366 0.226
110 H -5.559 2.836 0.219
111 H -5.277 2.914 -1.527
112 H -3.097 0.891 -1.923
113 H -1.748 1.877 -1.638
114 H -4.130 2.899 -3.072
115 H -2.522 2.715 -3.801
116 H -3.004 5.159 -3.271
117 H -1.623 4.544 -2.495
118 H -4.413 4.818 -1.261
119 H -2.949 5.705 -0.929
120 H -3.549 4.122 0.820
121 H -1.969 3.694 0.119
122 H -3.378 0.428 0.575
123 H -3.352 1.839 1.670
124 H -1.903 1.504 0.759
125 C 0.828 2.823 2.211
126 C 0.828 4.070 3.195
127 C 2.031 4.042 4.183
128 N 2.144 5.210 5.187
129 C 3.392 5.080 6.154
130 C 3.656 6.461 6.951
131 C 3.797 7.677 5.980
132 C 2.511 7.809 5.097
133 C 2.333 6.522 4.297
134 C 0.878 5.296 6.079
135 H 0.895 1.829 2.655
136 H 1.689 2.887 1.546
137 H -0.050 2.883 1.569
138 H -0.127 4.104 3.720
139 H 0.886 5.019 2.662
140 H 2.886 4.045 3.507
141 H 1.954 3.146 4.799
142 H 4.249 4.842 5.524
143 H 3.147 4.284 6.857
144 H 4.591 6.375 7.504
145 H 2.869 6.785 7.632
146 H 4.805 7.554 5.584
147 H 3.945 8.580 6.573
148 H 2.453 8.623 4.374
149 H 1.622 7.992 5.701
150 H 3.287 6.398 3.785
151 H 1.418 6.632 3.716
152 H 0.094 5.701 5.440
153 H 0.994 5.840 7.016
154 H 0.651 4.254 6.302
155 C -2.825 -6.143 -4.026
156 C -1.699 -5.235 -3.420
157 C -0.533 -6.109 -2.923
158 N 0.464 -5.372 -1.962
159 C 1.118 -4.155 -2.669
160 C 2.041 -4.643 -3.815
161 C 3.055 -5.806 -3.393
162 C 2.342 -6.974 -2.602
163 C 1.582 -6.378 -1.458
164 C -0.157 -4.906 -0.678
165 H -3.090 -6.995 -3.401
166 H -2.387 -6.561 -4.932
167 H -3.788 -5.691 -4.265
168 H -1.990 -4.429 -2.746
169 H -1.264 -4.646 -4.227
170 H 0.065 -6.467 -3.761
171 H -0.966 -6.938 -2.364
172 H 0.290 -3.547 -3.033
173 H 1.692 -3.618 -1.914
174 H 1.368 -5.063 -4.562
175 H 2.475 -3.694 -4.131
176 H 3.673 -6.277 -4.157
177 H 3.768 -5.268 -2.767
178 H 1.860 -7.526 -3.409
179 H 3.045 -7.714 -2.219
180 H 1.136 -7.109 -0.784
181 H 2.194 -5.800 -0.766
182 H -1.117 -4.460 -0.937
183 H 0.447 -4.114 -0.235
184 H -0.459 -5.847 -0.218
185 C 0.855 -4.328 3.871
186 C -0.200 -3.238 3.671
187 C -1.469 -3.838 2.949
188 N -2.835 -3.031 3.201
189 C -3.963 -3.834 2.556
190 C -5.381 -3.199 2.615
191 C -5.410 -1.720 2.216
192 C -4.315 -0.964 3.010
193 C -2.903 -1.585 2.669
194 C -2.905 -3.116 4.803
195 H 1.345 -4.449 2.905
196 H 0.477 -5.297 4.198
197 H 1.591 -4.075 4.634
198 H 0.246 -2.352 3.219
199 H -0.385 -2.892 4.688
200 H -1.717 -4.864 3.222
201 H -1.326 -3.822 1.869
202 H -3.637 -4.027 1.534
203 H -4.112 -4.819 2.999
204 H -5.937 -3.599 1.767
205 H -5.801 -3.499 3.575
206 H -5.325 -1.632 1.132
207 H -6.366 -1.254 2.457
208 H -4.442 0.045 2.616
209 H -4.428 -1.045 4.091
210 H -2.734 -1.689 1.597
211 H -2.028 -1.074 3.071
212 H -3.906 -2.865 5.153
213 H -2.133 -2.589 5.363
214 H -2.840 -4.194 4.954
215 N -0.846 -0.016 -5.800
216 S -0.583 -0.288 -7.255
217 O -1.469 -1.238 -7.904
218 O 0.809 -0.229 -7.696
219 F -1.182 1.115 -7.841
220 S -0.068 -1.489 -5.298
221 O 1.257 -1.972 -5.727
222 O -0.997 -2.606 -5.095
223 F 0.263 -0.967 -3.845
224 N 5.510 -3.375 0.120
225 S 6.292 -2.244 -0.714
226 O 6.420 -0.938 0.003
227 O 6.109 -2.177 -2.144
228 F 7.745 -2.906 -0.523
229 S 4.086 -2.472 0.148
230 O 3.480 -2.087 -1.099
231 O 4.005 -1.574 1.322
232 F 3.098 -3.696 0.570

# C30H33HfN3OSe

C30H33HfN3OSe as an isolated structure (ωB97M-V/def2-TZVPD, OMol25).

Output
- E: -3851.50739 a.u.
- Frontier orbital gap: 6.643 eV
- Highest occupied orbital energy: -13.892 eV
- Charge: +2
- E_LUMO: -7.25 eV
- ΔE to the lowest compared entry with this formula, charge and spin: 0.000 eV
- Molar mass: 709.1 g/mol

Cartesian coordinates (Å):
1 Hf -0.788 -0.383 1.354
2 C 0.319 0.324 7.140
3 C -0.263 1.099 5.954
4 C 0.788 1.565 4.971
5 C 1.601 2.632 5.346
6 C 2.544 3.164 4.489
7 C 2.687 2.644 3.215
8 C 1.908 1.575 2.793
9 C 2.142 1.050 1.400
10 C 3.447 0.267 1.262
11 C 0.981 1.026 3.690
12 N 0.157 -0.052 3.226
13 C -0.090 -1.116 3.977
14 C -1.080 -2.043 3.611
15 C -1.570 -3.166 4.286
16 C -2.651 -3.642 3.552
17 C -2.795 -2.804 2.452
18 N -1.868 -1.823 2.463
19 H -0.469 0.034 7.834
20 H 1.036 0.939 7.683
21 H 0.849 -0.578 6.827
22 H -0.769 1.986 6.340
23 H -1.040 0.511 5.461
24 H 1.466 3.065 6.330
25 H 3.154 3.999 4.804
26 H 3.408 3.078 2.532
27 H 2.112 1.876 0.691
28 H 1.340 0.361 1.075
29 H 4.287 0.916 1.507
30 H 3.588 -0.095 0.243
31 H 3.475 -0.582 1.949
32 H 0.481 -1.289 4.884
33 H -1.187 -3.558 5.216
34 H -3.275 -4.489 3.786
35 H -3.521 -2.869 1.655
36 Se -1.471 1.313 -0.427
37 C -2.918 0.876 0.774
38 C -2.829 1.269 2.123
39 C -3.819 0.829 3.012
40 N -4.833 0.069 2.642
41 C -4.919 -0.286 1.358
42 C -3.988 0.063 0.391
43 H -2.060 1.963 2.446
44 H -3.782 1.115 4.058
45 H -5.778 -0.892 1.090
46 H -4.097 -0.262 -0.635
47 C 0.600 -6.366 -4.315
48 C 0.685 -5.433 -3.155
49 C 1.686 -5.577 -2.191
50 C 1.783 -4.719 -1.122
51 C 2.881 -4.938 -0.116
52 C 0.833 -3.642 -1.013
53 C 0.989 -2.790 0.070
54 O 0.274 -1.754 0.346
55 C -0.206 -3.494 -1.998
56 C -1.246 -2.411 -1.944
57 C -0.248 -4.393 -3.030
58 H 1.324 -7.174 -4.248
59 H 0.777 -5.815 -5.242
60 H -0.404 -6.789 -4.390
61 H 2.399 -6.386 -2.289
62 H 3.470 -5.807 -0.396
63 H 2.481 -5.123 0.883
64 H 3.563 -4.087 -0.062
65 H 1.784 -3.005 0.779
66 H -0.798 -1.418 -1.986
67 H -1.832 -2.471 -1.025
68 H -1.931 -2.510 -2.783
69 H -1.024 -4.302 -3.781

# C13H44CsN10O13S

C13H44CsN10O13S as an isolated structure at a distorted geometry (ωB97M-V/def2-TZVPD, OMol25).

Output
- E: -2465.92192 a.u.
- Frontier orbital gap: 5.165 eV
- Highest occupied orbital energy: -3.948 eV
- Charge: -1
- E_LUMO: 1.22 eV
- ΔE to the lowest compared entry with this formula, charge and spin: 5.289 eV
- Molar mass: 713.5 g/mol

Cartesian coordinates (Å):
1 Cs 3.220 -9.980 0.933
2 S 6.178 -8.916 3.622
3 O 6.226 -7.686 4.479
4 O 4.829 -9.466 3.621
5 O 6.593 -8.415 2.344
6 O 7.098 -9.891 4.089
7 C 4.401 -12.948 2.782
8 O 5.106 -12.713 1.878
9 N 3.812 -14.075 2.860
10 N 4.152 -12.123 3.721
11 H 4.054 -14.772 2.171
12 H 3.019 -14.214 3.470
13 H 4.590 -11.220 3.605
14 H 3.787 -12.447 4.605
15 C 2.929 -15.881 -0.664
16 O 2.060 -16.641 -1.112
17 N 4.000 -16.256 -0.001
18 N 2.803 -14.555 -0.787
19 H 4.105 -17.205 0.328
20 H 4.682 -15.556 0.256
21 H 2.218 -14.387 -1.593
22 H 3.299 -13.828 -0.291
23 C 2.571 -6.766 4.388
24 O 1.582 -6.112 4.452
25 N 2.632 -8.072 4.166
26 N 3.767 -6.208 4.355
27 H 1.722 -8.495 4.051
28 H 3.474 -8.539 3.862
29 H 3.845 -5.201 4.382
30 H 4.565 -6.821 4.269
31 C 1.858 -7.785 -2.349
32 O 2.642 -8.229 -1.548
33 N 1.559 -8.287 -3.547
34 N 1.070 -6.795 -2.084
35 H 0.852 -7.744 -4.022
36 H 1.964 -9.138 -3.910
37 H 1.149 -6.465 -1.132
38 H 0.642 -6.273 -2.835
39 C 0.698 -11.068 3.960
40 O 0.585 -9.880 3.949
41 N 0.711 -11.733 2.847
42 N 0.863 -11.897 4.952
43 H 0.531 -12.727 2.854
44 H 0.353 -11.159 2.097
45 H 0.857 -12.898 4.820
46 H 1.007 -11.541 5.887
47 C 6.850 -9.230 -2.543
48 C 6.685 -8.531 -1.240
49 O 6.313 -9.421 -0.211
50 H 7.303 -10.221 -2.510
51 H 7.566 -8.651 -3.126
52 H 6.036 -9.301 -3.265
53 H 5.912 -7.763 -1.261
54 H 7.621 -8.089 -0.899
55 H 6.311 -8.960 0.631
56 C 5.549 -13.535 -3.007
57 C 4.873 -12.255 -3.443
58 O 3.693 -12.112 -2.712
59 H 5.758 -13.512 -1.937
60 H 6.501 -13.738 -3.498
61 H 4.850 -14.350 -3.193
62 H 4.722 -12.383 -4.515
63 H 5.417 -11.357 -3.152
64 H 3.041 -12.770 -2.961
65 C 0.208 -11.278 -1.783
66 C -0.723 -11.551 -2.916
67 O -0.835 -12.946 -2.970
68 H 0.456 -10.254 -1.504
69 H 1.147 -11.817 -1.907
70 H -0.165 -11.644 -0.826
71 H -0.422 -11.092 -3.858
72 H -1.674 -11.214 -2.502
73 H -1.755 -13.147 -2.785
74 C 3.557 -5.085 1.467
75 C 4.253 -5.995 0.446
76 O 4.466 -7.227 1.118
77 H 2.728 -5.638 1.909
78 H 3.300 -4.096 1.086
79 H 4.279 -4.821 2.239
80 H 5.151 -5.613 -0.040
81 H 3.633 -6.260 -0.411
82 H 5.298 -7.257 1.595

# C2H4OPb

C2H4OPb as an isolated structure at a distorted geometry (ωB97M-V/def2-TZVPD, OMol25).

Output
- E: -346.57632 a.u.
- Frontier orbital gap: 6.753 eV
- Highest occupied orbital energy: -8.132 eV
- Charge: 0
- E_LUMO: -1.38 eV
- ΔE to the lowest compared entry with this formula, charge and spin: 0.000 eV
- Molar mass: 251.3 g/mol

Cartesian coordinates (Å):
1 C 0.243 -0.748 0.140
2 C -0.976 -0.072 0.491
3 O -2.123 -0.383 0.150
4 Pb 1.581 0.658 -0.997
5 H 0.089 -1.543 -0.604
6 H 0.851 -1.057 1.004
7 H 1.184 2.361 -1.384
8 H -0.850 0.783 1.201

# C27H45N2

An isolated ion of composition C27H45N2 and charge +1 (ωB97M-V/def2-TZVPD, OMol25).

Output
- E: -1165.14505 a.u.
- Frontier orbital gap: 9.643 eV
- Highest occupied orbital energy: -11.819 eV
- Charge: +1
- E_LUMO: -2.18 eV
- SMILES: CCCCCCCCCCCCCCCCn1cc[n+](Cc2ccccc2)c1C
- ΔE to the lowest compared entry with this formula, charge and spin: 0.121 eV
- Molar mass: 397.7 g/mol

Cartesian coordinates (Å):
1 C 12.898 2.335 -0.390
2 C 12.050 1.123 -0.758
3 C 10.569 1.357 -0.469
4 C 9.722 0.137 -0.827
5 C 8.218 0.365 -0.670
6 C 7.785 0.533 0.786
7 C 6.276 0.718 0.950
8 C 5.473 -0.546 0.646
9 C 3.986 -0.360 0.939
10 C 3.185 -1.624 0.637
11 C 1.702 -1.459 0.961
12 C 0.916 -2.730 0.643
13 C -0.532 -2.699 1.133
14 C -1.391 -1.575 0.547
15 C -1.514 -1.663 -0.972
16 C -2.477 -0.622 -1.553
17 N -3.838 -0.870 -1.129
18 C -4.620 -1.851 -1.671
19 C -5.800 -1.849 -1.001
20 N -5.721 -0.873 -0.051
21 C -6.785 -0.484 0.850
22 C -7.366 0.859 0.465
23 C -7.807 1.076 -0.835
24 C -8.349 2.299 -1.191
25 C -8.459 3.310 -0.250
26 C -8.023 3.097 1.047
27 C -7.473 1.877 1.403
28 C -4.521 -0.283 -0.140
29 C -4.091 0.832 0.727
30 H 12.801 2.561 0.669
31 H 13.947 2.148 -0.607
32 H 12.581 3.208 -0.957
33 H 12.179 0.899 -1.819
34 H 12.394 0.254 -0.193
35 H 10.221 2.219 -1.044
36 H 10.450 1.593 0.590
37 H 9.925 -0.132 -1.867
38 H 10.025 -0.708 -0.205
39 H 7.697 -0.491 -1.103
40 H 7.927 1.253 -1.237
41 H 8.105 -0.341 1.359
42 H 8.284 1.407 1.207
43 H 5.939 1.528 0.298
44 H 6.072 1.018 1.981
45 H 5.858 -1.369 1.253
46 H 5.596 -0.820 -0.402
47 H 3.856 -0.093 1.991
48 H 3.601 0.469 0.339
49 H 3.590 -2.452 1.221
50 H 3.299 -1.880 -0.419
51 H 1.590 -1.221 2.021
52 H 1.308 -0.617 0.387
53 H 0.946 -2.920 -0.431
54 H 1.410 -3.573 1.130
55 H -0.530 -2.591 2.220
56 H -1.001 -3.658 0.900
57 H -2.384 -1.645 0.999
58 H -0.963 -0.610 0.825
59 H -0.539 -1.496 -1.427
60 H -1.848 -2.664 -1.253
61 H -2.456 -0.668 -2.644
62 H -2.180 0.381 -1.245
63 H -4.287 -2.462 -2.484
64 H -6.668 -2.462 -1.126
65 H -7.557 -1.256 0.801
66 H -6.397 -0.447 1.871
67 H -7.734 0.287 -1.570
68 H -8.692 2.458 -2.201
69 H -8.887 4.260 -0.527
70 H -8.111 3.879 1.784
71 H -7.141 1.713 2.418
72 H -4.105 0.526 1.773
73 H -3.088 1.164 0.483
74 H -4.780 1.672 0.621

# C9H9KN2O6S

C9H9KN2O6S as an isolated structure at a distorted geometry (ωB97M-V/def2-TZVPD, OMol25).

Output
- E: -1907.62330 a.u.
- Frontier orbital gap: 6.342 eV
- Highest occupied orbital energy: -1.757 eV
- Charge: -2
- E_LUMO: 4.58 eV
- Molar mass: 312.3 g/mol

Cartesian coordinates (Å):
1 K 0.533 -0.414 0.109
2 S -0.550 -0.833 3.160
3 C -1.448 -2.107 2.363
4 C -2.187 -3.082 3.092
5 C -2.906 -4.060 2.458
6 C -2.908 -4.131 1.062
7 C -2.161 -3.171 0.411
8 N -1.468 -2.196 1.006
9 H -2.171 -3.016 4.173
10 H -3.472 -4.774 3.050
11 H -3.459 -4.879 0.511
12 H -2.111 -3.168 -0.673
13 O -1.010 1.701 -3.678
14 C -0.817 1.580 -2.471
15 O -0.148 0.727 -1.831
16 C -1.494 2.671 -1.590
17 O -2.615 3.081 -1.785
18 O -0.713 3.224 -0.650
19 N 1.959 2.329 -0.297
20 C 2.733 1.993 0.922
21 C 3.476 0.658 0.840
22 O 4.487 0.532 1.541
23 O 2.921 -0.198 0.087
24 H 0.183 2.797 -0.552
25 H 1.864 1.462 -0.828
26 H 2.529 2.925 -0.893
27 H 2.054 1.932 1.778
28 H 3.445 2.788 1.145